Record 1
The following is a quantum chemistry calculation of C5H7N2O as an isolated structure at a distorted geometry, from the OMol25 dataset.

Calculated values
**HOMO-LUMO gap (alpha / beta)**: 8.61 / 8.61 eV
**E_tot**: -10309.14276 eV
**HOMO (alpha / beta)**: -13.333 / -13.332 eV
**Energy above the lowest of the compared OMol25 structures with the same formula, charge and spin**: 9.488 eV

Geometry as ORCA input:
```
! RIJCOSX wB97M-V def2-TZVPD def2/J DEFGRID3
* xyz 1 1
C 1.01462 -2.58258 -0.07606
C 0.31007 -1.65302 -0.67678
C 2.60132 0.62693 0.01447
C 0.65028 -0.13374 0.60860
C -1.38714 0.38499 -0.95582
N 0.68583 -1.54392 0.92815
N 0.03467 -0.15477 -0.69489
O 2.85125 0.75555 -1.10237
H 3.24075 0.79926 0.98483
H 0.28428 0.36347 1.44446
H -2.19394 -0.21107 -0.54576
H -1.54966 1.47372 -0.68662
H -1.48512 0.30975 -1.99371
H -0.10817 -1.73524 1.58231
H 0.71531 0.23565 -1.35015
*
```

=====

Record 2
The following is a quantum chemistry calculation of one molecule with the formula C3H12N4 at a distorted geometry, from the OMol25 dataset.

Calculated values
**HOMO-LUMO gap**: 9.77 eV
**E_tot**: -9264.11356 eV
**HOMO**: -8.706 eV
**Energy above the lowest of the compared OMol25 structures with the same formula, charge and spin**: 2.191 eV
**SMILES**: CN[C@@H](C)N(N)N

Geometry as ORCA input:
```
! RIJCOSX wB97M-V def2-TZVPD def2/J DEFGRID3
* xyz 0 1
C -1.29455 -1.38762 1.54193
N -0.62004 -1.22071 0.21954
C 0.22118 -0.05759 0.26146
C 1.64017 -0.43613 0.65862
N 0.20931 0.47219 -1.15685
N -1.10845 0.84845 -1.52590
N 1.18539 1.46721 -1.35806
H -1.99877 -2.21075 1.44253
H -1.84585 -0.50035 1.88985
H -0.54803 -1.65756 2.28839
H -1.32501 -1.09643 -0.50077
H -0.16549 0.74927 0.92785
H 2.29511 0.42710 0.59610
H 1.64639 -0.81453 1.67678
H 2.00125 -1.20588 -0.01545
H -1.38757 1.74478 -1.11007
H -1.16658 0.92085 -2.53738
H 1.34364 1.58969 -2.35359
H 0.91790 2.36799 -0.94497
*
```

=====

Record 3
The following is a quantum chemistry calculation of one molecule with the formula C5H6O at a distorted geometry, from the OMol25 dataset.

Calculated values
**HOMO-LUMO gap**: 9.31 eV
**E_tot**: -7328.11814 eV
**HOMO**: -8.301 eV
**Energy above the lowest of the compared OMol25 structures with the same formula, charge and spin**: 1.166 eV
**SMILES**: C1=COC=CC1

Geometry as ORCA input:
```
! RIJCOSX wB97M-V def2-TZVPD def2/J DEFGRID3
* xyz 0 1
C -0.13473 0.66597 -1.09322
C 0.93623 -0.10480 -1.17387
O 1.40166 -0.96171 -0.23109
C 0.72007 -1.03183 0.93755
C -0.42317 -0.41440 1.12599
C -0.88775 0.73188 0.18556
H -0.31843 1.33282 -1.95091
H 1.47427 -0.18124 -2.09088
H 1.10635 -1.78696 1.56071
H -1.05181 -0.65355 1.99150
H -0.83212 1.74377 0.67413
H -1.99057 0.66005 0.06454
*
```

=====

Record 4
The following is a quantum chemistry calculation of C41H37MgN4O2PS as an isolated structure, from the OMol25 dataset.

Calculated values
**HOMO-LUMO gap**: 6.90 eV
**E_tot**: -78745.27995 eV
**HOMO**: -7.467 eV
**Energy above the lowest of the compared OMol25 structures with the same formula, charge and spin**: 0.250 eV

Geometry as ORCA input:
```
! RIJCOSX wB97M-V def2-TZVPD def2/J DEFGRID3
* xyz 0 1
Mg -0.14471 -0.89566 0.22175
C 2.52519 0.98046 4.39149
C 2.15460 0.92353 2.90774
C 2.61043 -0.42026 2.34103
C 0.65032 1.13515 2.74934
C 0.14691 2.42312 3.40152
O -0.69259 3.02781 2.39558
C -0.49315 2.34070 1.25324
N 0.21799 1.27794 1.31968
C -1.07888 3.05609 0.07076
C -1.10784 4.44937 0.19299
C -1.55382 5.25047 -0.84189
C -1.99136 4.66627 -2.01985
C -1.98521 3.28795 -2.14191
C -1.54291 2.45782 -1.11180
P -1.59513 0.63095 -1.30649
C -1.20281 0.41393 -3.07825
C -1.79831 -0.61334 -3.80467
C -1.38100 -0.89234 -5.10047
C -0.36952 -0.14373 -5.68487
C 0.22530 0.89036 -4.97073
C -0.18710 1.16394 -3.67444
C -3.37120 0.20867 -1.16267
C -4.39236 0.87462 -1.84041
C -5.71195 0.48635 -1.67964
C -6.02801 -0.57835 -0.83982
C -5.02215 -1.25123 -0.16634
C -3.69793 -0.86027 -0.32957
H 3.57887 0.73192 4.53293
H 1.93725 0.24543 4.95145
H 2.35858 1.96275 4.83781
H 2.66492 1.74185 2.38001
H 2.18947 -1.24671 2.91959
H 3.69926 -0.50422 2.37728
H 2.31719 -0.56469 1.30032
H 0.14404 0.26502 3.16563
H 0.94912 3.12710 3.62328
H -0.45295 2.26335 4.29304
H -0.76371 4.90194 1.11062
H -1.55301 6.32687 -0.72807
H -2.33554 5.27933 -2.84317
H -2.31012 2.84126 -3.07323
H -2.57095 -1.22179 -3.35000
H -1.83833 -1.71002 -5.64333
H -0.04016 -0.36767 -6.69236
H 1.02112 1.47382 -5.41804
H 0.29390 1.96211 -3.12012
H -4.16349 1.69936 -2.50450
H -6.49536 1.00940 -2.21374
H -7.05979 -0.88464 -0.71991
H -5.25734 -2.08680 0.48123
H -2.91965 -1.41139 0.18692
C 1.31014 -5.12839 3.69202
C 1.62177 -4.64369 2.39831
C 0.94056 -3.57611 1.89027
C -0.08161 -2.90672 2.62584
C -0.75094 -1.75281 2.07966
C -1.75884 -1.22851 2.86428
C -2.11712 -1.74860 4.13607
C -1.43962 -2.81089 4.65685
C -0.39795 -3.42049 3.91037
C 0.32136 -4.53533 4.42117
H 1.84652 -5.98087 4.09159
H 2.38616 -5.13433 1.80795
H 1.15836 -3.23923 0.88076
H -2.31278 -0.35349 2.51940
H -2.92473 -1.29284 4.69851
H -1.69114 -3.20937 5.63431
H 0.06446 -4.91283 5.40613
N 6.40560 0.90885 -2.38709
C 5.41491 0.51039 -3.19922
S 5.59960 0.27893 -4.81494
C 4.10054 0.31703 -2.49636
C 3.69468 1.17159 -1.47941
C 2.46982 0.95964 -0.87508
N 1.64950 -0.04243 -1.21066
C 2.04518 -0.85909 -2.20164
C 3.25032 -0.70829 -2.86594
H 7.32067 1.04142 -2.78404
H 6.30491 0.89303 -1.38701
H 4.29499 2.02230 -1.18420
H 2.10732 1.62522 -0.10183
H 1.35173 -1.64719 -2.46568
H 3.52537 -1.37703 -3.67029
O -1.02646 -3.99012 -2.74441
C -0.76432 -3.12274 -1.96937
N -0.49505 -2.23091 -1.22125
*
```

=====

Record 5
The following is a quantum chemistry calculation of C53H49N5OPRuS as an isolated structure at a distorted geometry, from the OMol25 dataset.

Calculated values
**HOMO-LUMO gap (alpha / beta)**: 7.18 / 6.33 eV
**E_tot**: -87949.27004 eV
**HOMO (alpha / beta)**: -12.138 / -12.695 eV
**Energy above the lowest of the compared OMol25 structures with the same formula, charge and spin**: 0.000 eV

Geometry as ORCA input:
```
! RIJCOSX wB97M-V def2-TZVPD def2/J DEFGRID3
* xyz 2 6
Ru -0.04480 0.00810 -0.31210
C -0.29530 -1.38110 2.37850
N 0.09350 0.02070 2.21900
C -0.89770 0.91550 2.81690
C -2.03830 1.25820 1.88520
C -3.27750 1.65480 2.37800
C -4.27250 2.02290 1.48810
C -4.00650 1.98480 0.12650
C -2.73860 1.61570 -0.28260
N -1.78750 1.26430 0.57890
C 1.44940 0.22910 2.72410
C 2.49710 -0.26560 1.75670
C 3.59940 -0.99980 2.17460
C 4.58020 -1.33020 1.25260
C 4.42300 -0.92410 -0.06550
C 3.27950 -0.22670 -0.40880
N 2.33910 0.09170 0.47680
C 0.52930 -2.32280 1.53960
C 1.02620 -3.52090 2.02640
C 1.69390 -4.38460 1.16920
C 1.84080 -4.02480 -0.16590
C 1.32540 -2.81580 -0.58110
N 0.68640 -1.99330 0.25100
H -0.25250 -1.68440 3.43490
H -1.33200 -1.47400 2.03280
H -1.29840 0.49540 3.74950
H -0.42140 1.86880 3.07000
H -3.44600 1.69390 3.44150
H -5.23430 2.35230 1.84650
H -4.75470 2.25210 -0.60260
H -2.46970 1.63240 -1.33470
H 1.61860 1.30210 2.84990
H 1.57990 -0.25660 3.70130
H 3.69920 -1.29070 3.20870
H 5.45100 -1.88530 1.56260
H 5.17390 -1.13890 -0.80600
H 3.10960 0.10760 -1.42540
H 0.89450 -3.77780 3.06380
H 2.08480 -5.31980 1.53520
H 2.33620 -4.66790 -0.87330
H 1.40310 -2.49760 -1.61550
C -2.36480 -4.68380 -5.49190
C -1.10940 -4.39470 -4.65880
C 0.07540 -5.19500 -5.22590
C -1.35980 -4.85270 -3.22070
C -0.75240 -2.92380 -4.72990
C -0.48430 -2.34670 -5.98540
C -0.04100 -1.04920 -6.12050
C 0.14310 -0.29400 -4.97250
S 0.73090 1.33320 -4.81750
C 0.46860 1.23150 -3.09740
N 0.00420 0.07180 -2.68410
C -0.18000 -0.82160 -3.70530
C -0.62720 -2.13730 -3.59260
C 0.73190 2.30690 -2.17490
C 1.07660 3.59960 -2.59100
C 1.35650 4.57060 -1.65130
C 1.22960 4.29440 -0.29660
C 0.83110 3.03050 0.11950
C 0.62190 2.02460 -0.80230
H -2.59950 -5.74350 -5.43130
H -2.21720 -4.43880 -6.53850
H -3.21340 -4.11420 -5.11740
H -0.14490 -6.25790 -5.17840
H 0.98060 -5.00530 -4.65230
H 0.27290 -4.93330 -6.26080
H -1.60300 -5.91140 -3.21050
H -2.19780 -4.31750 -2.77670
H -0.47220 -4.70900 -2.60730
H -0.61410 -2.93470 -6.88040
H 0.16600 -0.62560 -7.09000
H -0.87700 -2.50500 -2.60730
H 1.12870 3.82110 -3.64720
H 1.67730 5.54990 -1.96980
H 1.45580 5.05170 0.43860
H 0.70570 2.84060 1.17730
O -2.06640 -1.41550 -0.16910
P -3.32530 -2.21690 -0.03540
C -3.04390 -3.87110 0.66060
C -4.02490 -4.49710 1.42320
C -3.80410 -5.76690 1.92530
C -2.60850 -6.41770 1.66060
C -1.63440 -5.80150 0.89130
C -1.85500 -4.53420 0.38350
C -4.12650 -2.41390 -1.64050
C -5.09120 -3.39190 -1.84720
C -5.69420 -3.49010 -3.08780
C -5.34310 -2.61610 -4.10600
C -4.38790 -1.63410 -3.89250
C -3.77300 -1.53640 -2.65750
C -4.55740 -1.44650 1.06840
C -5.76030 -0.96860 0.56550
C -6.72860 -0.48860 1.43060
C -6.49810 -0.47580 2.79620
C -5.28930 -0.92850 3.29930
C -4.32360 -1.41690 2.43970
H -4.95390 -3.98890 1.63460
H -4.55900 -6.25330 2.52580
H -2.43690 -7.40500 2.06170
H -0.70360 -6.30840 0.68430
H -1.10900 -4.05270 -0.23190
H -5.36100 -4.06870 -1.04900
H -6.43980 -4.24900 -3.26250
H -5.81950 -2.70250 -5.07110
H -4.13190 -0.95200 -4.68870
H -3.01100 -0.79420 -2.46440
H -5.94960 -0.99800 -0.49760
H -7.67470 -0.14900 1.03890
H -7.26640 -0.13390 3.47070
H -5.11750 -0.92860 4.36370
H -3.39890 -1.81650 2.83380
*
```